Formula: H16O8
Source: the Open Molecules 2025 dataset
Level of theory: ωB97M-V with the def2-TZVPD basis set

Bonds (Å) are listed after each position.
Geometry (Å):
1 O 14.399 -31.890 7.192  H2 0.957, H3 0.957
2 H 14.962 -32.513 6.732  O1 0.957
3 H 13.637 -32.405 7.457  O1 0.957
4 O 10.154 -30.407 8.996  H5 0.957, H6 0.957
5 H 9.780 -31.062 9.584  O4 0.957
6 H 9.411 -30.097 8.478  O4 0.957
7 O 12.834 -33.886 5.564  H8 0.957, H9 0.957
8 H 12.849 -34.289 6.432  O7 0.957
9 H 13.525 -34.336 5.079  O7 0.957
10 O 11.716 -32.852 8.264  H11 0.957, H12 0.957
11 H 10.987 -33.147 7.720  O10 0.957
12 H 11.430 -32.006 8.610  O10 0.957
13 O 8.804 -35.374 7.169  H14 0.957, H15 0.957
14 H 9.112 -34.476 7.043  O13 0.957
15 H 7.983 -35.416 6.679  O13 0.957
16 O 12.377 -28.946 9.372  H17 0.957, H18 0.957
17 H 11.557 -29.427 9.255  O16 0.957
18 H 12.108 -28.034 9.477  O16 0.957
19 O 9.537 -32.888 6.581  H20 0.957, H21 0.957
20 H 8.612 -32.659 6.484  O19 0.957
21 H 9.973 -32.435 5.859  O19 0.957
22 O 11.423 -30.448 12.129  H23 0.957, H24 0.957
23 H 11.302 -30.502 11.181  O22 0.957
24 H 11.140 -29.563 12.357  O22 0.957

Results
- expectation value of S² = 0.750
- 2S+1 = 2
- relative energy (zero: lowest compared OMol25 entry of this formula, charge and spin) (kcal per mole) = 10.9
- F_max (Eh/bohr) = 0.0246
- net charge = -1
- DFT total energy (Eh) = -611.48869